ORCA calculation (ωB97M-V with the def2-TZVPD basis set) on 2 unconnected molecules or ions with the total composition C5H13IN in a non-equilibrium geometry.

Geometry as ORCA input:
```
! wB97M-V def2-TZVPD RIJCOSX def2/J DEFGRID3
* xyz 1 1
C 0.48 2.01 -0.29
C -0.21 -1.39 1.17
C 1.27 -0.93 -0.65
C 0.22 0.94 0.76
C -1.81 -0.32 -1.17
N 0.17 -0.42 0.19
I -3.21 -0.03 0.22
H -0.32 2.72 -0.25
H 1.40 2.39 0.03
H 0.43 1.59 -1.31
H 0.70 -1.65 1.76
H -0.90 -0.93 1.93
H -0.43 -2.30 0.70
H 2.02 -1.59 -0.19
H 0.93 -1.60 -1.44
H 1.99 -0.10 -1.02
H -0.68 1.22 1.24
H 1.07 0.99 1.44
H -1.34 0.58 -1.40
H -1.76 -1.18 -1.72
*
```

Properties
Kohn-Sham gap = 7.7 eV
relative energy (zero: lowest compared OMol25 entry of this formula, charge and spin) = 83.50 kcal/mol
highest occupied orbital energy = -13.626 eV

What are the natural (NBO) partial charges on each atom? They are as follows, in elementary charge units:
1. C -0.6301
2. C -0.4403
3. C -0.4674
4. C -0.2366
5. C -0.2794
6. N -0.3005
7. I 0.4472
8. H 0.2278
9. H 0.2387
10. H 0.2098
11. H 0.2217
12. H 0.2279
13. H 0.2217
14. H 0.2334
15. H 0.2273
16. H 0.2457
17. H 0.2179
18. H 0.2179
19. H 0.2088
20. H 0.2084

***

ORCA calculation (ωB97M-V with the def2-TZVPD basis set) on C4H4OSe in the gas phase in a non-equilibrium geometry.

Geometry as ORCA input:
```
! wB97M-V def2-TZVPD RIJCOSX def2/J DEFGRID3
* xyz 0 1
C -1.17 0.27 -0.47
C -0.15 1.10 -0.16
C -1.03 -1.14 -0.09
C 0.99 0.64 0.46
O 0.06 -1.67 0.13
Se 2.59 0.24 -0.09
H -2.18 0.44 -0.80
H -0.26 2.13 -0.15
H -1.97 -1.62 0.04
H 3.11 -0.37 1.13
*
```

Properties
Kohn-Sham gap = 7.7 eV
relative energy (zero: lowest compared OMol25 entry of this formula, charge and spin) = 65.72 kcal/mol
highest occupied orbital energy = -8.016 eV

What are the natural (NBO) partial charges on each atom? They are as follows, in elementary charge units:
1. C -0.4230
2. C -0.2775
3. C 0.3726
4. C -0.1749
5. O -0.5665
6. Se 0.4040
7. H 0.2192
8. H 0.2531
9. H 0.1202
10. H 0.0727

***

ORCA calculation (ωB97M-V with the def2-TZVPD basis set) on 5 unconnected molecules or ions with the total composition H9O4S in a non-equilibrium geometry.

Geometry as ORCA input:
```
! wB97M-V def2-TZVPD RIJCOSX def2/J DEFGRID3
* xyz -1 1
S 1.00 -0.79 0.51
H 1.21 -1.63 -0.42
H -1.17 -0.58 -0.50
H -2.10 0.08 -1.53
O -2.09 -0.64 -0.84
H 3.54 0.79 1.50
H 3.04 0.11 0.24
O 3.84 0.69 0.60
H -1.39 -0.92 2.36
H -2.79 -0.49 1.66
O -2.33 -0.75 2.54
H -0.39 1.83 -1.44
H 0.15 0.81 -2.35
O -0.50 1.49 -2.34
*
```

Properties
Kohn-Sham gap = 8.0 eV
relative energy (zero: lowest compared OMol25 entry of this formula, charge and spin) = 16.76 kcal/mol
highest occupied orbital energy = -4.183 eV

What are the natural (NBO) partial charges on each atom? They are as follows, in elementary charge units:
1. S -0.9985
2. H 0.0971
3. H 0.4978
4. H 0.4736
5. O -1.0099
6. H 0.4558
7. H 0.4983
8. O -1.0117
9. H 0.4975
10. H 0.4913
11. O -0.9923
12. H 0.4810
13. H 0.4816
14. O -0.9615

***

ORCA calculation (ωB97M-V with the def2-TZVPD basis set) on C5H4N2 in the gas phase in a non-equilibrium geometry.

Geometry as ORCA input:
```
! wB97M-V def2-TZVPD RIJCOSX def2/J DEFGRID3
* xyz 0 1
C 1.77 -0.53 -1.92
C -0.55 -0.37 -0.75
C -1.03 0.19 0.51
C 0.68 -0.48 -1.16
C 0.06 0.62 1.52
N 2.78 -0.63 -2.45
N 1.26 0.74 1.30
H -1.46 -0.92 -1.27
H -1.61 -0.47 1.12
H -1.69 0.99 0.55
H -0.21 0.86 2.56
*
```

Properties
Kohn-Sham gap (alpha / beta) = 8.6 / 8.6 eV
relative energy (zero: lowest compared OMol25 entry of this formula, charge and spin) = 114.32 kcal/mol
highest occupied orbital energy (alpha / beta) = -9.782 / -9.109 eV

What are the natural (NBO) partial charges on each atom? They are as follows, in elementary charge units:
1. C 0.1379
2. C -0.2044
3. C -0.4903
4. C 0.0550
5. C -0.0299
6. N -0.2220
7. N -0.1920
8. H 0.2402
9. H 0.2416
10. H 0.2509
11. H 0.2130